--- 1 ---
{
  "formula": "C4H39N2O14",
  "method": "ωB97M-V with the def2-TZVPD basis set",
  "mol_weight_da": 339.36,
  "e_homo_ev": -12.13,
  "charge": 1,
  "orbital_gap_ev": 9.66,
  "symbols": ["C", "C", "C", "C", "N", "N", "H", "H", "H", "H", "H", "H", "H", "H", "H", "H", "H", "H", "H", "O", "H", "H", "O", "H", "H", "O", "H", "H", "O", "H", "H", "O", "H", "H", "O", "H", "H", "O", "H", "H", "O", "H", "H", "O", "H", "H", "O", "H", "H", "O", "H", "H", "O", "H", "H", "O", "H", "H", "O"],
  "xyz": [[2.277, 0.887, 0.695], [1.229, -0.010, 0.061], [0.158, 0.589, -0.736], [-0.544, -0.011, -1.720], [-1.708, 0.584, -2.349], [1.764, 2.246, 0.896], [3.215, 0.937, 0.086], [2.582, 0.389, 1.698], [0.784, -0.646, 0.797], [1.730, -0.778, -0.578], [0.103, 1.612, -0.417], [-0.361, -1.125, -2.111], [-1.322, 1.103, -3.197], [-2.356, -0.079, -2.738], [-2.177, 1.322, -1.717], [1.657, 2.590, 1.887], [2.375, 2.963, 0.457], [-2.179, -2.831, 3.061], [-2.301, -1.406, 3.678], [-1.996, -2.293, 3.876], [-1.047, 3.369, -3.015], [0.211, 2.880, -2.558], [-0.444, 2.778, -3.251], [-0.537, -2.296, 1.678], [0.568, -2.389, 2.702], [0.054, -1.781, 2.212], [-0.839, -3.901, 0.150], [0.312, -4.434, 1.161], [-0.599, -4.096, 1.130], [0.069, -0.566, 3.881], [-0.066, 0.106, 5.227], [0.223, 0.191, 4.289], [-3.988, 2.466, 0.228], [-2.484, 2.431, 0.447], [-3.205, 1.948, 0.031], [-2.232, -1.393, 0.220], [-3.020, -2.556, -0.169], [-2.191, -2.162, -0.336], [0.379, -4.178, -2.355], [1.349, -3.579, -1.466], [0.371, -3.518, -1.644], [-0.184, 1.559, 1.785], [-0.497, 1.210, 3.250], [-0.841, 1.513, 2.394], [3.839, -2.451, -1.014], [4.003, -2.500, -2.551], [3.356, -2.477, -1.823], [-1.937, 0.214, 1.838], [-3.430, 0.430, 1.350], [-2.704, -0.216, 1.556], [-0.535, 4.033, 0.428], [0.463, 3.748, -0.787], [-0.450, 4.072, -0.534], [2.413, 1.685, -2.095], [2.423, 3.333, -2.738], [2.304, 2.562, -2.080], [2.616, -0.667, -3.456], [1.587, -1.107, -2.587], [1.763, -0.307, -3.126]]
}

--- 2 ---
{
  "formula": "C4H39N2O14",
  "method": "ωB97M-V with the def2-TZVPD basis set",
  "mol_weight_da": 339.36,
  "e_homo_ev": -11.13,
  "charge": 1,
  "orbital_gap_ev": 8.84,
  "symbols": ["C", "C", "C", "C", "N", "N", "H", "H", "H", "H", "H", "H", "H", "H", "H", "H", "H", "H", "H", "O", "H", "H", "O", "H", "H", "O", "H", "H", "O", "H", "H", "O", "H", "H", "O", "H", "H", "O", "H", "H", "O", "H", "H", "O", "H", "H", "O", "H", "H", "O", "H", "H", "O", "H", "H", "O", "H", "H", "O"],
  "xyz": [[-1.026, 1.326, -1.218], [-1.123, 0.413, 0.053], [-1.112, -1.073, -0.270], [-2.007, -1.878, -0.877], [-2.123, -3.260, -0.940], [0.243, -1.698, 0.176], [-1.344, 0.873, -2.130], [0.031, 1.544, -1.501], [-1.653, 2.225, -1.145], [-0.452, 0.738, 0.835], [-2.227, 0.597, 0.382], [-2.907, -1.304, -1.190], [-1.251, -3.716, -0.849], [-2.786, -3.715, -1.512], [0.353, -2.703, -0.009], [1.141, -1.251, -0.119], [0.293, -1.470, 1.188], [-0.407, 2.085, 3.884], [-0.561, 1.015, 5.043], [-0.148, 1.241, 4.237], [2.837, 2.192, -3.408], [2.508, 1.816, -2.067], [2.149, 2.416, -2.784], [3.239, 0.124, -0.430], [2.614, -0.313, -1.619], [2.718, 0.483, -1.144], [1.954, -0.462, 1.463], [3.323, -1.218, 1.475], [2.518, -1.080, 0.991], [0.434, 0.223, -4.833], [0.544, 1.361, -3.703], [0.803, 0.487, -4.021], [1.883, 1.894, 1.900], [0.981, 0.956, 2.706], [1.807, 1.010, 2.196], [1.131, -3.160, -1.954], [1.021, -4.660, -1.479], [0.842, -3.768, -1.253], [-1.660, 2.806, 1.850], [-0.101, 3.247, 1.937], [-0.972, 3.146, 2.426], [1.920, 4.621, 1.264], [0.843, 4.343, 0.288], [1.319, 3.908, 1.018], [-0.443, -1.713, 3.842], [0.266, -0.466, 3.418], [-0.031, -1.320, 3.057], [1.203, -1.109, -3.408], [1.638, -2.502, -4.024], [1.464, -2.024, -3.227], [-0.720, -2.028, -2.739], [-0.727, -2.334, -4.252], [-1.164, -1.816, -3.564], [-2.378, -0.676, 2.732], [-1.523, 0.681, 2.941], [-2.371, 0.183, 3.083], [-3.953, 1.981, 2.470], [-3.895, 2.803, 1.245], [-3.480, 2.056, 1.647]]
}

Most stable to least stable, the ends of the list are 2 and 1.

--- 1 ---
{
  "formula": "C4H37NO16",
  "method": "ωB97M-V with the def2-TZVPD basis set",
  "mol_weight_da": 355.33,
  "e_homo_ev": -10.38,
  "orbital_gap_ev": 10.44,
  "symbols": ["C", "O", "C", "C", "C", "O", "N", "H", "H", "H", "H", "H", "H", "H", "H", "H", "H", "H", "O", "H", "H", "O", "H", "H", "O", "H", "H", "O", "H", "H", "O", "H", "H", "O", "H", "H", "O", "H", "H", "O", "H", "H", "O", "H", "H", "O", "H", "H", "O", "H", "H", "O", "H", "H", "O", "H", "H", "O"],
  "xyz": [[-1.238, -0.996, -1.366], [-2.656, -1.184, -1.144], [-0.780, 0.460, -1.545], [-0.828, 1.262, -0.188], [-1.397, 2.677, -0.416], [-2.594, 2.886, -0.300], [0.544, 0.403, -2.177], [-0.750, -1.293, -0.435], [-1.002, -1.558, -2.259], [-2.973, -0.358, -0.766], [-1.474, 0.974, -2.219], [-1.327, 0.610, 0.527], [0.205, 1.477, 0.086], [-0.613, 3.446, -0.527], [0.637, 1.207, -2.780], [1.258, 0.575, -1.497], [1.757, 1.013, 4.539], [2.521, 0.751, 3.092], [2.362, 0.451, 4.020], [1.424, -0.867, 1.804], [1.842, -1.539, 3.044], [1.776, -1.724, 2.112], [2.519, 2.680, -0.198], [3.138, 4.121, -0.716], [2.378, 3.583, -0.502], [-2.898, 2.079, -4.409], [-3.511, 0.610, -4.017], [-3.643, 1.596, -4.027], [3.445, 0.743, 0.604], [3.794, 1.422, 1.931], [3.055, 1.246, 1.366], [-2.767, -1.546, 0.833], [-3.957, -1.501, 1.881], [-3.097, -1.123, 1.649], [-4.329, 1.368, -1.840], [-3.602, 1.547, -0.542], [-4.370, 1.064, -0.912], [4.847, -0.152, -1.051], [4.486, -1.142, 0.092], [4.662, -0.195, -0.101], [-0.248, 1.211, 4.850], [0.021, 2.361, 5.814], [0.212, 2.049, 4.912], [-1.112, -3.988, 0.886], [-1.686, -4.241, -0.508], [-1.152, -3.594, 0.007], [-0.179, -2.293, 1.869], [-1.455, -1.628, 2.351], [-0.783, -2.335, 2.645], [2.650, 0.215, -2.215], [3.167, -0.902, -2.874], [3.527, -0.063, -2.579], [3.328, -2.425, 1.751], [3.401, -3.244, 0.501], [3.901, -2.548, 0.953], [-2.932, -1.166, -2.789], [-4.160, -1.473, -3.519], [-3.343, -1.011, -3.700]]
}

--- 2 ---
{
  "formula": "C4H37NO16",
  "method": "ωB97M-V with the def2-TZVPD basis set",
  "mol_weight_da": 355.33,
  "e_homo_ev": -9.37,
  "orbital_gap_ev": 9.32,
  "symbols": ["O", "C", "C", "C", "C", "O", "N", "H", "H", "H", "H", "H", "H", "H", "H", "H", "H", "H", "O", "H", "H", "O", "H", "H", "O", "H", "H", "O", "H", "H", "O", "H", "H", "O", "H", "H", "O", "H", "H", "O", "H", "H", "O", "H", "H", "O", "H", "H", "O", "H", "H", "O", "H", "H", "O", "H", "H", "O"],
  "xyz": [[2.348, 1.020, -1.168], [1.976, 0.762, -0.017], [0.531, 0.648, 0.423], [0.145, -0.724, 0.929], [-1.240, -1.278, 0.669], [0.165, -0.692, 2.339], [0.500, 1.654, 1.508], [2.817, 0.550, 0.636], [-0.217, 1.114, -0.469], [0.892, -1.460, 0.466], [-1.859, -0.540, 1.329], [-1.486, -2.374, 0.951], [-1.453, -1.222, -0.475], [-2.929, -3.530, -0.534], [-0.296, 2.255, 1.679], [0.410, 1.291, 2.497], [-3.353, -0.002, -2.440], [-3.970, -0.544, -1.230], [-3.957, -0.675, -2.171], [1.497, -3.438, 0.618], [1.006, -0.806, 2.655], [1.868, -3.936, 1.394], [-1.128, 1.301, -4.097], [-2.650, 0.818, -4.448], [-2.070, 1.144, -3.838], [-2.040, 1.465, -0.016], [-2.519, 2.225, 1.239], [-2.043, 1.420, 0.970], [3.506, 0.885, 3.659], [3.253, 0.890, 2.310], [3.702, 1.525, 2.858], [2.482, -4.470, 0.893], [-2.231, -4.248, -1.421], [-2.129, -4.084, -0.527], [-3.466, -1.023, 3.522], [-2.049, -0.616, 3.744], [-2.627, -1.268, 3.365], [-2.272, 2.358, -1.881], [-1.289, 3.409, -1.258], [-1.741, 2.603, -1.163], [4.061, -0.456, -1.625], [2.958, 0.136, -2.635], [3.637, -0.454, -2.538], [-3.384, 0.385, 1.133], [-4.670, -0.595, 1.241], [-4.281, 0.146, 0.721], [3.701, 3.595, -0.106], [2.459, 4.441, 0.077], [3.026, 3.931, -0.721], [3.994, -1.095, 1.236], [2.840, -1.836, 2.163], [3.247, -1.190, 1.703], [0.971, 3.183, -1.679], [0.597, 4.112, -0.589], [0.323, 3.923, -1.509], [0.078, -3.997, -1.904], [-0.489, -3.532, -3.419], [-0.186, -4.245, -2.766]]
}

Most stable to least stable, the ends of the list are 1 and 2.

--- 1 ---
{
  "formula": "C16H42BaO14",
  "method": "ωB97M-V with the def2-TZVPD basis set",
  "mol_weight_da": 595.83,
  "e_homo_ev": -7.95,
  "orbital_gap_ev": 5.64,
  "symbols": ["Ba", "C", "C", "C", "O", "C", "C", "C", "O", "O", "O", "H", "H", "C", "O", "H", "H", "H", "H", "C", "O", "H", "H", "H", "H", "C", "O", "H", "H", "H", "H", "C", "O", "H", "H", "H", "H", "C", "O", "H", "H", "H", "H", "C", "O", "H", "H", "H", "H", "C", "O", "H", "H", "H", "H", "C", "O", "H", "H", "H", "H", "C", "O", "H", "H", "H", "H", "C", "O", "H", "H", "H", "H"],
  "xyz": [[-0.312, 4.444, 1.568], [-1.116, -0.192, 0.616], [-0.793, 1.144, 0.608], [-0.302, 1.790, -0.702], [0.043, 3.042, -0.682], [-0.314, 1.049, -1.860], [-0.614, -0.342, -1.862], [-0.968, -1.011, -0.543], [-1.122, -2.229, -0.471], [-0.638, -1.011, -2.889], [-0.913, 1.901, 1.646], [-1.483, -0.603, 1.549], [-0.095, 1.589, -2.771], [-0.847, -5.640, 0.111], [0.504, -5.518, -0.301], [-1.248, -6.612, -0.206], [-0.977, -5.564, 1.194], [-1.417, -4.859, -0.383], [1.047, -6.164, 0.156], [-4.697, -2.531, 0.468], [-3.463, -2.666, 1.137], [-5.514, -2.643, 1.186], [-4.819, -1.532, 0.035], [-4.852, -3.303, -0.290], [-2.769, -2.381, 0.524], [-4.202, 1.868, 1.411], [-5.120, 2.936, 1.584], [-3.740, 1.571, 2.358], [-4.606, 0.964, 0.949], [-3.399, 2.236, 0.775], [-5.827, 2.636, 2.161], [1.371, 0.986, -5.411], [1.426, -0.314, -4.873], [2.323, 1.220, -5.885], [0.572, 1.088, -6.157], [1.211, 1.740, -4.630], [0.696, -0.416, -4.249], [-1.739, -0.163, 4.312], [-0.559, 0.621, 4.127], [-2.153, 0.041, 5.298], [-2.491, 0.088, 3.561], [-1.485, -1.219, 4.212], [-0.585, 0.995, 3.235], [0.535, -3.176, 2.725], [1.037, -2.050, 1.996], [1.174, -4.036, 2.529], [0.553, -2.953, 3.795], [-0.480, -3.406, 2.397], [0.270, -1.583, 1.650], [0.984, 4.538, -3.579], [1.735, 3.798, -2.639], [0.505, 5.405, -3.109], [1.646, 4.928, -4.353], [0.232, 3.924, -4.083], [1.125, 3.533, -1.929], [3.381, 1.434, -0.937], [3.927, 1.925, -2.152], [4.202, 1.131, -0.282], [2.823, 2.222, -0.414], [2.719, 0.577, -1.090], [3.258, 2.505, -2.540], [3.107, 3.293, 2.340], [1.840, 2.732, 1.964], [3.899, 2.772, 1.803], [3.115, 4.362, 2.137], [3.290, 3.149, 3.408], [1.773, 1.830, 2.298], [3.548, -2.252, -0.560], [2.201, -2.670, -0.610], [3.673, -1.412, 0.131], [4.222, -3.048, -0.210], [3.874, -1.979, -1.563], [1.817, -2.532, 0.263]]
}

--- 2 ---
{
  "formula": "C16H42BaO14",
  "method": "ωB97M-V with the def2-TZVPD basis set",
  "mol_weight_da": 595.83,
  "e_homo_ev": -8.23,
  "orbital_gap_ev": 5.42,
  "symbols": ["Ba", "C", "C", "C", "O", "C", "C", "C", "O", "O", "O", "H", "H", "C", "O", "H", "H", "H", "H", "C", "O", "H", "H", "H", "H", "C", "O", "H", "H", "H", "H", "C", "O", "H", "H", "H", "H", "C", "O", "H", "H", "H", "H", "C", "O", "H", "H", "H", "H", "C", "O", "H", "H", "H", "H", "C", "O", "H", "H", "H", "H", "C", "O", "H", "H", "H", "H", "C", "O", "H", "H", "H", "H"],
  "xyz": [[1.939, 22.192, -31.300], [0.264, 21.639, -26.802], [-0.860, 20.980, -26.297], [-1.826, 20.310, -27.237], [-2.881, 19.750, -26.871], [-1.601, 20.351, -28.618], [-0.503, 20.996, -29.156], [0.499, 21.674, -28.182], [1.549, 22.210, -28.696], [-0.149, 21.008, -30.379], [-1.043, 20.981, -25.072], [0.963, 22.174, -26.177], [-2.278, 19.886, -29.321], [-5.857, 19.833, -28.994], [-4.917, 20.823, -28.622], [-6.807, 20.298, -29.254], [-5.560, 19.227, -29.857], [-6.007, 19.165, -28.143], [-4.216, 20.413, -28.081], [-0.388, 25.277, -24.696], [0.996, 25.658, -24.723], [-0.795, 25.669, -23.762], [-0.912, 25.792, -25.509], [-0.499, 24.190, -24.730], [1.320, 25.395, -25.601], [-2.971, 23.647, -28.770], [-4.366, 23.461, -28.613], [-2.512, 23.326, -27.829], [-2.567, 23.008, -29.568], [-2.723, 24.674, -29.042], [-4.521, 22.507, -28.791], [-2.785, 20.561, -32.057], [-1.908, 19.504, -31.765], [-3.497, 20.802, -31.265], [-2.223, 21.472, -32.320], [-3.300, 20.353, -32.996], [-1.261, 19.780, -31.091], [2.399, 22.474, -23.805], [1.482, 21.464, -23.455], [3.275, 22.364, -23.166], [2.726, 22.387, -24.847], [1.992, 23.473, -23.619], [0.663, 21.499, -23.966], [-3.242, 16.812, -29.130], [-2.645, 16.850, -27.856], [-3.274, 15.800, -29.536], [-4.248, 17.238, -29.163], [-2.617, 17.345, -29.865], [-2.630, 17.773, -27.570], [-2.103, 21.529, -21.421], [-1.691, 20.375, -22.124], [-3.149, 21.417, -21.131], [-1.534, 21.691, -20.501], [-2.054, 22.410, -22.073], [-0.729, 20.379, -22.156], [0.729, 17.527, -30.245], [2.075, 17.589, -29.845], [0.200, 16.607, -29.973], [0.080, 18.311, -29.840], [0.712, 17.577, -31.333], [2.237, 17.408, -28.918], [2.734, 25.390, -27.823], [2.280, 24.391, -26.925], [3.823, 25.383, -27.876], [2.229, 25.212, -28.780], [2.428, 26.402, -27.557], [2.124, 23.570, -27.422], [4.032, 20.102, -27.586], [4.655, 18.828, -27.463], [4.834, 20.836, -27.606], [3.469, 20.131, -28.530], [3.323, 20.326, -26.788], [4.008, 18.197, -27.137]]
}

Most stable to least stable, the ends of the list are 1 and 2.